a) Entry from the OMol25 dataset: a structure of composition C3H7N3O (wB97M-V/def2-TZVPD).

Geometry as ORCA input:
```
! RIJCOSX wB97M-V def2-TZVPD def2/J DEFGRID3
* xyz 0 1
C -0.6572 0.2983 0.0313
C 0.7905 0.0649 0.2496
N -1.0832 0.8474 -1.1348
N 1.7985 0.9565 -0.1810
C 0.7480 -1.2783 0.4469
O -1.4280 0.6318 1.1198
N -0.5373 -1.6524 0.1310
H -2.3354 0.3403 0.9643
H -0.4670 0.8149 -1.9307
H -2.0557 1.0147 -1.3358
H 2.6550 0.4898 -0.4443
H 1.9926 1.7042 0.4738
H -0.9531 -2.2781 0.8278
H 1.5322 -1.9540 0.7822
*
```

Mulliken atomic charge list, values in e, 5 entries: 1.0573 -0.4132 -0.3670 -0.5357 -0.3960



b) Entry from the OMol25 dataset: the molecule C3H7N3O (wB97M-V/def2-TZVPD).

Summary:
- structure (SMILES) = [H]/N=C\N/C(=N/[H])OC

Geometry as ORCA input:
```
! RIJCOSX wB97M-V def2-TZVPD def2/J DEFGRID3
* xyz 0 1
C -2.3358 0.0599 -0.0149
C 0.0124 -0.0564 0.0845
C 2.4158 -0.5419 0.0472
H -2.4537 0.5743 1.0596
H -3.1807 -0.5976 -0.1609
H -2.3014 0.8650 -0.7881
H -0.8375 1.5831 -0.0051
H 0.6125 -1.9534 -0.1206
H 3.0509 -1.3976 0.3026
H 2.1478 1.3698 -0.3509
N 0.0991 1.2142 0.0936
N 1.0475 -1.0003 0.0150
N 2.8988 0.6242 -0.0798
O -1.1758 -0.7434 -0.0823
*
```

Mulliken atomic charge list, values in e, 5 entries: -0.8073 0.6833 -0.0051 0.3183 0.2125



Most stable pick: b). Distance to second place: 1.290 eV.



a) Entry from the OMol25 dataset: a cluster of 2 separate species, C3H7N3O in total (wB97M-V/def2-TZVPD).

Geometry as ORCA input:
```
! RIJCOSX wB97M-V def2-TZVPD def2/J DEFGRID3
* xyz 0 1
C 0.3895 -0.6010 -1.9776
N 0.2009 0.7905 -1.6632
C -0.4146 1.3194 -0.7643
N -0.9782 2.0797 0.0536
C 0.0915 -0.2604 1.2336
O -0.5176 0.4644 2.1557
N 0.6831 -1.3118 1.7947
H -0.4447 -0.9860 -2.5740
H 0.4556 -1.1782 -1.0466
H 1.3079 -0.7176 -2.5583
H -0.8738 1.2392 1.6514
H -1.7800 2.5823 -0.3082
H 1.2191 -1.9310 1.2097
H 0.6613 -1.4894 2.7936
*
```

Mulliken atomic charge list, values in e, 5 entries: -0.4084 -0.3617 0.7795 -0.7331 -0.3392



b) Entry from the OMol25 dataset: a cluster of 2 separate species, C3H7N3O in total (wB97M-V/def2-TZVPD).

Summary:
- structure (SMILES) = CN(C)C=O.N#N

Geometry as ORCA input:
```
! RIJCOSX wB97M-V def2-TZVPD def2/J DEFGRID3
* xyz 0 1
C -1.3883 -0.1223 0.5829
C 0.8522 -1.0932 0.4518
N -0.0567 -0.0510 0.0210
C 0.6344 1.4061 -0.3381
N -0.1059 -0.1976 -1.9953
N 0.3792 0.8172 -2.2437
O 1.7977 1.5907 -0.0978
H -0.1656 2.1602 -0.2287
H -1.8845 -1.0481 0.2755
H -1.9857 0.7176 0.2295
H -1.3477 -0.1038 1.6770
H 0.8079 -1.2357 1.5359
H 1.8688 -0.8069 0.1777
H 0.5940 -2.0332 -0.0478
*
```

Mulliken atomic charge list, values in e, 5 entries: -0.9180 -0.9323 0.0268 0.1790 0.0532



c) Entry from the OMol25 dataset: the molecule C3H7N3O (wB97M-V/def2-TZVPD).

Geometry as ORCA input:
```
! RIJCOSX wB97M-V def2-TZVPD def2/J DEFGRID3
* xyz 0 1
C -0.2765 -0.5286 -1.9619
N -0.9761 -0.0505 -0.7672
C -0.1549 0.1335 0.3462
O 1.2403 -0.2804 0.2976
N 0.2694 1.4357 0.9496
C 0.9445 0.2867 1.5997
N -0.3330 -0.4548 1.7196
H -0.0460 -1.5916 -1.8622
H 0.6568 0.0087 -2.1669
H -0.9423 -0.4116 -2.8180
H -1.4908 0.8027 -0.9462
H -0.4720 1.7583 1.5776
H 1.7162 0.3516 2.3646
H -0.1357 -1.4600 1.6675
*
```

Mulliken atomic charge list, values in e, 5 entries: -0.8096 -0.3093 0.5505 -0.5141 -0.5740



d) Entry from the OMol25 dataset: the molecule C3H7N3O (wB97M-V/def2-TZVPD).

Summary:
- structure (SMILES) = C/C(=N/N)NC=O

Geometry as ORCA input:
```
! RIJCOSX wB97M-V def2-TZVPD def2/J DEFGRID3
* xyz 0 1
C -0.7479 2.0314 0.1692
C -0.7785 0.4811 -0.1015
C 1.7415 0.1171 -0.0956
H 0.1429 2.3336 -0.6554
H -1.7112 2.4605 -0.2340
H -0.0955 2.1674 1.1068
H 0.1754 -1.0951 -0.4733
H 1.8915 1.2261 -0.0372
H -1.3155 -1.4592 1.2551
H -2.4498 -2.0136 -0.0443
N 0.4394 -0.1955 -0.1683
N -1.7649 -0.2115 -0.1149
N -1.4524 -1.6466 0.0496
O 2.6897 -0.6278 0.1106
*
```

Mulliken atomic charge list, values in e, 5 entries: -1.0055 0.6172 0.1151 0.2580 0.3147



Most stable pick: a). Distance to second place: 0.639 eV.



a) Entry from the OMol25 dataset: a cluster of 2 separate species, C3H7N3O in total (wB97M-V/def2-TZVPD).

Summary:
- structure (SMILES) = CCC#N.NN=O

Geometry as ORCA input:
```
! RIJCOSX wB97M-V def2-TZVPD def2/J DEFGRID3
* xyz 0 1
C 0.3734 0.6714 1.2018
C -0.4473 -0.5074 1.7036
C 1.3790 0.2481 0.1804
N 2.3547 0.0820 -0.4096
H 0.9414 1.1311 2.0184
H -0.2551 1.4417 0.7457
H -0.8643 -1.0708 0.8673
H 0.1727 -1.1856 2.2850
H -1.2737 -0.1589 2.3140
N -0.4176 0.2497 -2.4813
N -0.0480 -0.8793 -1.9188
O -0.9028 -1.4806 -1.2777
H 0.2844 0.7438 -3.0141
H -1.2966 0.7148 -2.2147
*
```

Mulliken atomic charge list, values in e, 5 entries: -0.1912 -0.9005 0.2249 -0.4462 0.2668



b) Entry from the OMol25 dataset: the molecule C3H7N3O (wB97M-V/def2-TZVPD).

Geometry as ORCA input:
```
! RIJCOSX wB97M-V def2-TZVPD def2/J DEFGRID3
* xyz 0 1
C 2.2232 0.3738 -0.6048
N 0.8095 0.2149 -0.8484
C 0.1315 -0.4660 -0.0338
N 0.5225 -1.1892 1.0658
C -1.8001 0.5341 0.5323
O -1.2440 -0.4658 -0.2151
N -2.9517 0.8433 -0.0456
H 2.8156 -0.3799 -1.1398
H 2.4835 0.3337 0.4642
H 2.5254 1.3534 -0.9884
H -0.2126 -1.6398 1.5859
H 1.4062 -1.6714 1.0378
H -3.4696 1.6145 0.3410
H -3.2312 0.4822 -0.9545
*
```

Mulliken atomic charge list, values in e, 5 entries: -0.8720 -0.4238 0.8161 -0.4661 -0.4795



Most stable pick: b). Distance to second place: 1.000 eV.



a) Entry from the OMol25 dataset: the molecule C3H7N3O (wB97M-V/def2-TZVPD).

Summary:
- structure (SMILES) = C/N=C(/N)C(N)=O

Geometry as ORCA input:
```
! RIJCOSX wB97M-V def2-TZVPD def2/J DEFGRID3
* xyz 0 1
C -1.2934 1.2718 -0.9639
N -0.3816 1.5878 0.1069
C 0.2568 0.6497 0.6735
N 0.8778 0.6326 1.8702
C 0.6568 -1.0183 0.1554
O 1.2323 -1.6180 1.0660
N 0.5336 -1.7521 -0.9853
H -2.3227 1.4105 -0.6070
H -1.1975 0.2247 -1.2819
H -1.1759 1.9253 -1.8355
H 1.2059 -0.3847 1.9774
H 0.5317 1.2286 2.6184
H 0.1212 -1.4762 -1.8561
H 0.9550 -2.6817 -0.9382
*
```

Mulliken atomic charge list, values in e, 5 entries: -0.6092 -0.5521 0.4250 -0.4475 0.5834



b) Entry from the OMol25 dataset: a cluster of 2 separate species, C3H7N3O in total (wB97M-V/def2-TZVPD).

Geometry as ORCA input:
```
! RIJCOSX wB97M-V def2-TZVPD def2/J DEFGRID3
* xyz 0 1
C 0.4205 0.2681 1.3941
C -1.7558 -1.2761 -1.0370
N 1.3590 -0.2541 0.4518
C -0.7504 -0.6920 -0.1200
N 1.6035 1.6995 -0.1448
O 0.5838 -0.8954 -0.4718
N -0.8999 -0.0728 0.9749
H 1.6301 2.2319 -1.0259
H 2.5479 1.7675 0.2428
H 0.6036 1.4260 1.1125
H 0.6729 0.0641 2.4336
H -2.7493 -1.1235 -0.6229
H -1.5717 -2.3434 -1.1703
H -1.6942 -0.7999 -2.0171
*
```

Mulliken atomic charge list, values in e, 5 entries: -0.2140 -1.0257 -0.1756 0.7079 -0.6291



c) Entry from the OMol25 dataset: the molecule C3H7N3O (wB97M-V/def2-TZVPD).

Summary:
- structure (SMILES) = CC(=O)/C(N)=N\N

Geometry as ORCA input:
```
! RIJCOSX wB97M-V def2-TZVPD def2/J DEFGRID3
* xyz 0 1
C 0.4216 -1.4127 -0.8077
C 0.4241 0.0837 -0.5945
N 1.1350 0.2931 1.4914
O 0.8611 0.8760 -1.4340
H 1.4013 -0.6371 1.8100
H 1.7696 0.9594 1.0580
H 1.4559 -1.7638 -0.7702
H -0.1576 -1.9352 -0.0431
H 0.0021 -1.6377 -1.7899
N -1.9219 0.9941 -0.1789
C -0.7451 0.5595 0.3424
N -0.3330 0.6897 1.5549
H -1.8419 1.3877 -1.1107
H -2.4712 1.5431 0.4723
*
```

Mulliken atomic charge list, values in e, 5 entries: -1.1306 0.6930 -0.4351 -0.6114 0.2516



d) Entry from the OMol25 dataset: the molecule C3H7N3O (wB97M-V/def2-TZVPD).

Summary:
- structure (SMILES) = [H]/N=C/NC(=O)NC

Geometry as ORCA input:
```
! RIJCOSX wB97M-V def2-TZVPD def2/J DEFGRID3
* xyz 0 1
C 1.8797 -0.4762 0.0319
N 0.7307 0.2343 0.5278
C 0.1586 1.2868 -0.1846
O 0.7545 2.2504 -0.6161
N -1.1808 1.0113 -0.3561
C -1.5319 -0.3582 -0.1874
N -2.2715 -0.7356 0.7646
H 1.7914 -0.6139 -1.0531
H 1.9003 -1.4708 0.4879
H 2.8196 0.0396 0.2331
H 0.2527 -0.0888 1.3520
H -1.8059 1.6896 -0.7725
H -1.0647 -1.0284 -0.9228
H -2.4328 -1.7402 0.6953
*
```

Mulliken atomic charge list, values in e, 5 entries: -0.9028 -0.2319 0.3104 -0.5806 -0.1700



Most stable pick: d). Distance to second place: 0.548 eV.



a) Entry from the OMol25 dataset: the molecule C3H7N3O (wB97M-V/def2-TZVPD).

Summary:
- structure (SMILES) = C=N/C(N)=C(\[NH3+])[O-]

Geometry as ORCA input:
```
! RIJCOSX wB97M-V def2-TZVPD def2/J DEFGRID3
* xyz 0 1
C -0.0300 -1.7911 -0.7556
N -0.9390 -0.9935 -0.3204
C -0.7727 0.3688 -0.2321
N -1.9266 1.1640 -0.4779
C 0.3463 1.0486 0.1889
O 0.5762 2.2208 0.4799
N 1.5056 0.0802 0.7277
H -0.2086 -2.8645 -0.7227
H 1.2104 -0.9001 0.8114
H 0.8927 -1.4529 -1.2460
H -1.9847 1.9239 0.1946
H -2.7522 0.5793 -0.4085
H 2.3286 0.1303 0.1277
H 1.7539 0.4861 1.6329
*
```

Mulliken atomic charge list, values in e, 5 entries: -0.6919 -0.5202 0.1950 -0.5413 0.4181



b) Entry from the OMol25 dataset: the molecule C3H7N3O (wB97M-V/def2-TZVPD).

Geometry as ORCA input:
```
! RIJCOSX wB97M-V def2-TZVPD def2/J DEFGRID3
* xyz 0 1
C -1.2278 -1.9700 -0.1887
C -0.4609 -1.4272 -1.4155
C 0.6052 2.1637 1.2044
N -1.0736 -1.2615 0.8258
N 0.0910 0.3817 -0.2734
N 1.0245 1.0528 0.3913
O 0.6265 -0.6358 -1.0801
H -1.6096 -2.9911 -0.2662
H -0.0282 -2.3132 -2.1188
H -1.2392 -0.9144 -2.0794
H 1.4427 2.9373 1.2729
H -0.2912 2.5006 0.7258
H 0.2864 1.9202 2.2578
H 1.8542 0.5568 0.7441
*
```

Mulliken atomic charge list, values in e, 5 entries: 0.0138 -0.1762 -0.6926 -0.5034 -0.3190



c) Entry from the OMol25 dataset: the molecule C3H7N3O (wB97M-V/def2-TZVPD).

Summary:
- structure (SMILES) = [H]/N=C(\N)N(C)C=O

Geometry as ORCA input:
```
! RIJCOSX wB97M-V def2-TZVPD def2/J DEFGRID3
* xyz 0 1
C 0.9705 0.9769 1.4761
C 1.1195 -1.0445 -0.0746
C -0.7861 0.5454 -0.2430
H 1.8987 0.5200 1.9683
H 0.2713 0.9011 2.4448
H 1.0859 2.1892 1.6115
H 2.0729 -1.3440 0.5569
H -1.1358 -1.7231 -0.7343
H -2.3095 -0.4282 -1.1442
H -1.9698 1.9442 -0.1603
N 0.5153 0.1513 0.2970
N -1.4028 -0.6104 -1.0125
N -0.9829 1.8176 0.0909
O 0.6694 -1.8044 -0.8902
*
```

Mulliken atomic charge list, values in e, 5 entries: -0.7882 0.2268 0.2469 0.2776 0.2626



d) Entry from the OMol25 dataset: a cluster of 2 separate species, C3H7N3O in total (wB97M-V/def2-TZVPD).

Summary:
- structure (SMILES) = [H]/N=C1\CN1C.N=O

Geometry as ORCA input:
```
! RIJCOSX wB97M-V def2-TZVPD def2/J DEFGRID3
* xyz 0 1
C 0.7501 0.2147 1.2579
C -0.5610 -1.4483 -0.3493
N -0.1657 -0.1919 0.1990
C 0.8675 0.6628 -0.1545
N -1.6189 1.2569 0.0824
N 1.6688 0.7463 -1.1355
O -2.4625 0.7369 -0.6043
H 2.5144 1.2737 -0.9341
H 1.3895 -0.5743 1.6403
H 0.3165 0.8756 1.9991
H -0.6688 1.6928 -0.5124
H 0.0705 -1.7196 -1.1972
H -0.5071 -2.2288 0.4100
H -1.5935 -1.2968 -0.7014
*
```

Mulliken atomic charge list, values in e, 5 entries: -0.4561 -0.7799 -0.1075 0.4628 0.0789



Most stable pick: a). Distance to second place: 0.539 eV.